No. 1
Below is a structure of composition C19H29Cl2N3OW, with properties calculated with ωB97M-V/def2-TZVPD.

Spin multiplicity: 3
Total charge: +2
ΔE to the lowest compared entry with this formula, charge and spin (eV): 0.0000

Last column: Mulliken charge in e.
Geometry (Å):
H1 1.417 5.752 1.023  0.4213
H2 2.685 -0.441 -1.088  0.4500
C1 1.453 -4.152 0.203  -0.5324
C2 -1.300 -0.315 -5.226  -1.5609
C3 0.242 -0.818 3.040  0.1543
H3 -1.917 -1.207 1.461  0.3157
C4 0.568 1.396 -5.131  -1.6325
H4 -1.635 -1.306 -4.920  0.4024
H5 -1.935 -2.628 -1.011  0.2777
H6 0.552 0.849 5.939  0.4733
H7 1.151 4.160 2.861  0.4374
H8 2.717 -0.633 0.676  0.3956
H9 1.175 5.002 -1.321  0.4821
H10 0.690 2.650 -1.829  0.4057
C5 1.118 -1.076 -5.179  -1.5517
C6 1.031 3.814 1.842  -0.6252
H11 1.135 -4.970 -0.430  0.3810
N1 0.366 0.202 2.160  0.2755
H12 2.118 -0.885 -4.789  0.3963
C7 -2.171 -2.589 0.045  -0.7461
C8 0.113 -0.011 -4.710  1.9257
H13 -1.270 -0.287 -6.315  0.3993
Cl1 0.717 -4.301 1.772  -0.0947
O1 -1.560 -1.376 0.582  -0.3175
H14 1.561 1.630 -4.744  0.3804
H15 0.802 2.710 4.342  0.4274
H16 -2.115 1.434 0.697  0.3087
C9 0.305 -0.632 4.396  -0.8751
C10 1.185 4.718 0.806  -0.9769
C11 0.613 2.044 0.242  0.1341
H17 0.209 -1.477 5.063  0.4683
C12 2.352 -0.004 -0.145  -1.3696
H18 0.805 -2.078 -4.885  0.3947
C13 0.643 1.703 3.983  -1.1984
C14 0.740 2.479 1.565  0.2790
H19 0.107 -1.800 2.612  0.1202
Cl2 0.953 -2.658 -0.717  0.1273
H20 0.610 1.418 -6.219  0.4619
C15 0.584 1.461 2.617  1.2346
H21 -3.248 -2.520 0.180  0.3368
H22 -2.021 0.429 -4.887  0.4074
H23 -0.136 2.161 -4.800  0.3763
H24 -2.479 0.578 -0.658  0.2774
H25 -1.588 1.966 -0.742  0.3288
N2 -1.751 1.121 -0.201  -0.6838
N3 0.062 -0.055 -2.076  -0.1358
C16 1.049 4.294 -0.511  -0.7043
C17 0.503 0.661 4.875  -0.4165
C18 0.083 -0.044 -3.226  -0.1070
H26 2.528 -4.089 0.300  0.3831
H27 2.807 0.975 -0.035  0.4374
H28 -1.771 -3.460 0.556  0.2688
W1 0.221 -0.010 0.018  0.4154
C19 0.765 2.964 -0.793  -0.0478
H29 1.160 -1.035 -6.267  0.4149

***

No. 2
Below is a cluster of 8 separate species, C24H54N6O8 in total, with properties calculated with ωB97M-V/def2-TZVPD.

Spin multiplicity: 2
Total charge: -1

Last column: Mulliken charge in e.
Geometry (Å):
H1 12.770 1.408 11.711  0.3207
H2 12.203 -3.926 14.778  0.2439
H3 6.427 -0.264 10.254  0.3926
H4 2.802 -0.682 15.482  0.3265
C1 5.749 -0.859 17.218  0.7559
H5 3.489 0.360 13.200  0.4913
N1 4.696 0.159 11.451  2.8038
O1 4.744 -0.207 16.822  -0.7131
C2 11.754 -6.385 14.597  -1.3121
N2 2.403 -2.726 15.454  0.2136
H6 7.950 -3.835 15.312  0.1556
H7 13.838 -2.275 16.075  0.3253
H8 8.926 -0.128 11.893  0.0141
H9 8.510 -0.559 18.514  0.3722
H10 4.356 -4.712 11.540  0.4604
O2 2.758 -2.084 10.988  0.1212
C3 2.019 -1.437 15.654  0.2400
H11 11.109 -6.874 11.344  0.4209
H12 10.033 -1.479 14.495  0.0951
H13 4.614 1.404 9.820  0.4268
C4 3.829 -2.956 15.276  -0.2414
H14 2.082 -2.056 10.307  -0.3041
H15 0.452 -3.517 15.484  0.3645
H16 1.826 -1.538 12.761  0.2937
O3 10.665 -0.081 15.818  -0.7261
H17 10.055 -6.906 12.754  0.3248
H18 3.209 1.640 11.072  0.4680
H19 13.681 -0.725 15.105  0.3535
H20 6.009 0.064 20.331  0.3122
H21 11.042 -5.733 15.103  0.3252
H22 4.154 -3.615 16.081  0.4402
H23 1.803 -0.369 11.417  0.9220
C5 5.386 -4.536 11.849  0.7010
H24 5.834 -1.337 11.576  -0.2185
N3 10.954 0.346 11.976  0.1897
H25 9.126 1.568 12.076  0.4357
C6 3.752 -0.464 12.538  -0.2751
H26 12.691 -6.531 15.136  0.3741
H27 4.393 -1.162 13.076  -0.7301
H28 10.410 -1.417 10.965  0.4359
O4 8.406 -2.689 12.388  -0.6363
H29 6.843 1.176 19.204  0.3517
C7 6.122 -5.838 11.982  0.2018
H30 8.973 -4.559 14.050  -0.3752
H31 1.652 -4.471 14.494  0.2843
C8 9.574 0.615 12.356  -0.7536
C9 13.214 -1.426 15.797  -1.0684
H32 12.427 0.867 13.416  0.1256
H33 11.215 -7.331 14.642  0.4164
C10 11.278 -0.790 11.220  0.0300
N4 6.461 -0.749 18.363  0.0643
O5 13.003 -5.682 12.730  -0.5786
O6 12.429 -1.102 10.892  -0.6528
H34 11.481 2.106 12.874  0.3727
C11 6.108 0.376 19.291  -1.0174
H35 12.949 -0.832 16.672  0.2965
H36 5.505 -3.980 12.779  -1.0536
H37 12.883 -2.743 13.647  0.3666
H38 6.176 -1.682 16.625  -0.0955
N5 6.664 -6.820 12.072  -0.5190
H39 7.951 -1.782 19.672  0.3037
C12 7.787 -1.357 18.682  -0.8038
H40 7.234 -4.788 13.856  0.3331
H41 4.356 -2.005 15.192  -0.3399
O7 6.946 -2.081 13.920  -0.5532
H42 11.166 -3.027 13.653  0.1250
C13 12.039 -2.959 14.302  -0.9152
C14 2.414 -1.089 11.961  -1.1557
H43 3.240 0.318 9.879  -0.5124
C15 7.996 -4.122 14.261  -0.5746
C16 11.888 -5.949 13.134  0.9931
C17 3.853 0.989 10.481  -1.6243
H44 4.950 -1.324 9.961  0.0880
H45 5.951 -3.991 11.093  0.0187
C18 5.603 1.108 12.254  -1.2404
H46 6.357 1.674 11.707  0.3185
H47 5.268 0.937 18.882  0.3068
H48 10.216 -5.354 11.938  0.0645
H49 6.176 0.386 12.837  0.3408
C19 1.478 -3.871 15.387  -1.0850
H50 9.359 0.437 13.410  0.2773
H51 8.119 -2.109 17.966  0.1756
C20 5.566 -0.782 10.677  -0.7697
C21 7.785 -2.819 13.457  0.7279
N6 11.972 -1.869 15.182  0.3593
H52 4.135 -3.448 14.353  0.0505
H53 1.650 -4.508 16.255  0.3678
C22 10.738 -6.280 12.179  -0.9291
C23 10.833 -1.109 15.154  0.4349
C24 12.014 1.241 12.479  -0.8607
H54 5.017 1.808 12.848  0.3602
O8 0.863 -1.163 15.854  -0.6415

***

No. 3
Below is a cluster of 13 separate species, C41H111N3O14 in total, with properties calculated with ωB97M-V/def2-TZVPD.

Spin multiplicity: 1
Total charge: 0
ΔE to the lowest compared entry with this formula, charge and spin (eV): 3.2091

Last column: Mulliken charge in e.
Geometry (Å):
C1 -3.122 -2.668 0.773  0.0461
H1 3.694 3.395 3.590  0.3969
H2 -3.926 -2.728 0.040  0.5041
H3 6.895 -2.756 -0.153  0.3588
O1 5.115 4.721 -2.386  -0.6108
H4 -2.748 -5.299 -1.114  0.3684
H5 -1.046 -4.922 -0.494  -0.0687
C2 -0.654 4.037 -2.499  -0.2881
O2 0.248 -0.942 -4.030  0.0127
O3 -4.113 2.366 1.970  -0.4461
C3 0.063 5.117 2.343  0.4924
H6 -4.906 -4.770 1.795  0.4185
H7 4.383 4.871 -2.989  0.3777
H8 1.851 1.176 -3.915  -0.0511
H9 4.760 -0.965 -1.797  0.4481
H10 -3.309 4.529 5.140  0.2962
H11 -1.840 4.483 4.505  0.3669
H12 -1.996 2.376 3.753  -1.4988
H13 2.226 -0.097 4.540  0.0326
H14 2.307 -2.360 -4.746  0.2564
H15 3.114 1.754 1.929  -1.2018
H16 0.233 5.160 0.138  -0.1224
O4 -0.956 5.564 3.218  -0.6420
H17 -7.256 1.675 -0.965  0.2352
O5 -0.166 -2.227 4.079  -0.7585
H18 -2.479 -3.939 -2.839  0.3514
H19 -6.249 1.006 -3.759  0.3488
H20 0.958 5.731 2.438  0.2843
H21 0.145 1.062 3.807  -0.0031
H22 4.225 -0.149 -0.339  -0.5815
H23 5.506 1.528 0.993  0.1649
O6 3.832 -4.487 1.873  -0.4192
H24 -0.641 5.127 -2.495  0.4060
H25 3.056 -5.689 4.019  0.5638
C4 -3.252 2.091 0.915  0.0323
H26 0.657 2.110 0.296  0.1933
C5 0.782 1.028 0.354  -0.3874
H27 -1.706 -6.587 -0.700  0.3575
H28 1.311 3.925 -2.322  0.0205
H29 6.067 1.783 2.689  0.4161
H30 -8.104 1.168 -2.224  0.2595
H31 0.258 -4.711 -5.959  0.3633
H32 -3.128 2.973 0.287  0.1936
C6 2.209 0.190 -4.211  -0.9694
C7 -3.327 -0.079 -2.674  0.4622
H33 -0.697 -1.834 -1.119  -0.0911
O7 -2.449 -2.943 3.023  -0.4791
C8 0.146 -4.798 -4.878  -1.0876
H34 3.069 2.823 -0.743  -0.3405
H35 -2.549 -0.571 -3.258  -0.0372
H36 5.404 4.091 -0.392  0.3603
O8 0.563 3.587 -1.825  0.0264
H37 -1.217 0.361 -0.121  -1.1288
H38 -1.255 -3.038 -6.202  0.3652
C9 -6.387 0.073 -1.815  1.1586
H39 2.663 -1.576 -6.223  0.4866
C10 -3.542 -3.072 2.164  0.3938
H40 0.434 -5.777 -4.496  0.3930
N1 -1.601 -3.022 -5.253  -0.6307
H41 0.649 -0.047 -5.756  0.2885
H42 -1.299 4.490 0.724  -0.0047
C11 0.418 3.751 2.757  0.2216
H43 3.674 2.690 -2.415  0.4141
C12 4.729 -2.251 -0.186  1.1725
H44 -6.193 -1.865 -2.703  0.3143
H45 -1.617 3.408 -4.438  0.5740
H46 1.040 -1.347 -1.057  0.1950
H47 0.119 -0.227 -3.402  -0.2521
C13 5.287 1.990 1.956  -1.2235
C14 -3.801 1.873 4.865  -1.6937
H48 1.286 -0.843 5.812  0.4516
C15 0.518 -1.099 3.700  2.8869
H49 -4.592 3.838 3.214  0.5058
H50 -4.135 1.109 4.163  0.2725
H51 -7.618 -1.158 -3.115  0.4247
H52 -1.514 3.618 -1.977  0.0379
H53 4.582 2.084 -1.101  -0.0604
H54 1.110 -2.360 -6.081  0.3154
H55 -1.934 -5.120 -4.936  0.4089
H56 5.249 3.059 1.751  0.2414
H57 2.601 -6.003 1.426  0.2566
H58 4.135 -0.324 2.084  0.1539
H59 -0.733 -3.576 -2.637  -0.3154
H60 -4.676 2.350 5.308  0.4201
C16 3.621 2.338 3.848  -1.6120
O9 -0.119 0.766 -1.846  0.8150
H61 1.730 -3.819 0.263  0.3369
C17 5.947 -3.150 -0.517  -1.5977
C18 -0.510 5.211 0.934  -1.0474
H62 -2.741 -1.648 0.821  -0.3433
H63 3.756 -2.655 -0.465  -0.1857
N2 -2.518 3.918 4.996  -0.7969
H64 1.366 -5.259 3.830  0.3464
H65 -0.182 4.564 -5.629  0.2985
C19 1.842 -1.767 -5.533  -1.7239
C20 2.597 -5.027 1.912  0.3145
C21 1.576 -4.117 1.300  -0.6467
C22 3.941 1.493 2.590  2.7068
H66 -7.414 -1.729 -1.409  0.3537
H67 1.319 3.362 2.282  -0.2920
H68 1.431 -3.161 1.804  -0.2265
H69 0.817 -4.134 -4.332  0.0627
H70 -4.380 -2.446 2.472  0.2117
H71 0.023 1.713 -1.771  -0.7052
H72 2.523 -0.307 -3.294  0.0801
H73 6.136 -3.372 -1.567  0.3798
H74 -3.054 4.154 2.429  0.2908
H75 2.243 -1.826 4.672  0.0665
C23 4.613 4.249 -1.126  0.1053
C24 -2.913 2.866 4.082  2.7174
C25 -3.667 3.371 2.874  -0.8909
H76 2.571 -4.063 3.931  0.4760
O10 4.724 -1.999 1.194  -0.5616
H77 -0.363 2.998 2.652  -0.7309
H78 3.111 0.368 -4.796  0.6454
H79 3.014 4.883 0.270  0.0241
H80 -3.604 -0.680 -1.808  -0.0443
H81 -3.234 1.403 5.668  0.4177
C26 -0.215 0.262 -0.539  2.2684
H82 -3.235 -5.259 1.953  0.2430
H83 5.802 -4.139 -0.082  0.3520
H84 -2.244 -3.189 0.390  -0.4093
H85 -2.264 1.826 1.291  0.1037
H86 -0.951 -2.425 3.564  0.6041
H87 4.503 -2.844 1.594  0.2568
C27 -5.578 0.808 -2.924  -0.8240
C28 2.373 -5.034 3.478  -1.7020
H88 0.650 -4.691 1.297  0.3707
H89 -1.351 6.390 2.929  0.3373
C29 1.595 -0.955 4.773  -1.5292
H90 4.103 6.150 -0.076  0.4001
H91 -2.784 -3.050 3.916  0.2530
H92 4.267 1.966 4.643  0.4509
H93 -2.829 0.872 -2.488  -0.1687
H94 -1.202 0.116 4.418  0.5082
H95 4.330 -5.008 2.507  0.2265
C30 3.945 2.922 -1.385  -0.0307
H96 5.919 -0.445 -0.566  0.4453
H97 -5.806 -0.110 -0.911  -0.0799
H98 -0.937 0.123 2.703  0.2169
O11 -4.459 0.180 -3.462  -0.4833
H99 -0.918 6.193 0.697  0.6461
O12 -1.291 -5.569 -2.417  -0.4625
H100 -0.246 2.515 -4.004  -0.2773
H101 2.930 5.664 -1.321  0.2287
O13 4.040 0.133 2.923  -0.5410
H102 -1.029 -2.359 -4.750  0.0140
C31 -0.622 3.538 -4.011  -0.1759
C32 -0.418 0.140 3.661  -1.3227
C33 -1.288 -4.308 -4.602  0.2078
H103 1.805 0.830 0.034  0.0757
N3 -7.544 0.838 -1.451  -0.7568
H104 0.127 -1.571 0.425  -0.0185
C34 1.166 -0.588 -4.964  0.7698
H105 0.668 3.846 3.813  0.6711
H106 2.590 2.101 4.111  0.2384
C35 0.053 -1.231 -0.608  -0.8999
C36 -1.692 -5.569 -1.088  -0.3742
H107 -4.181 -4.751 3.349  0.4687
C37 -3.970 -4.534 2.302  -1.4980
H108 -5.312 1.818 -2.614  0.3425
H109 0.881 0.582 1.343  -0.2616
O14 0.215 4.374 -4.776  -0.5275
H110 -3.759 1.313 0.343  -0.0765
C38 -1.463 -4.276 -3.043  0.0833
C39 3.604 5.302 -0.545  -0.8824
C40 4.933 -0.883 -0.724  -0.5263
H111 0.997 -1.208 2.726  -1.0053
C41 -6.951 -1.223 -2.256  -1.5677

***

No. 4
Below is a cluster of 3 separate species, C5H15NO2 in total, with properties calculated with ωB97M-V/def2-TZVPD.

Spin multiplicity: 1
Total charge: 0
ΔE to the lowest compared entry with this formula, charge and spin (eV): 1.6196

Last column: Mulliken charge in e.
Geometry (Å):
H1 1.051 0.518 0.594  0.1899
H2 -0.649 0.979 2.229  0.3226
H3 -2.507 0.930 -0.921  0.2863
C1 -0.832 0.231 1.457  -0.8921
H4 1.625 0.237 -1.679  0.3557
H5 0.351 2.026 -3.542  0.3155
H6 1.084 0.475 -4.058  0.3290
H7 -1.522 2.260 -0.421  0.3661
N1 0.093 0.352 0.333  -0.2190
O1 0.565 -2.870 1.441  -0.6313
H8 1.892 -2.128 5.001  0.3151
C2 0.360 0.935 -3.386  -1.4186
H9 0.104 -2.312 0.784  0.3199
C3 -0.268 0.671 -0.990  0.6132
H10 -1.551 1.925 -2.114  0.3276
H11 1.715 -1.466 3.614  0.3302
H12 -0.614 0.648 -3.787  0.3663
C4 0.638 0.579 -1.968  -0.1659
H13 -0.668 -0.783 1.813  0.2748
O2 1.972 -1.289 4.537  -0.6564
C5 -1.573 1.436 -1.143  -1.3009
H14 -1.858 0.406 1.170  0.2732
H15 0.591 -3.761 1.037  0.2990

***

No. 5
Below is the molecule C2H2ClF, with properties calculated with ωB97M-V/def2-TZVPD.

Spin multiplicity: 1
Total charge: 0
ΔE to the lowest compared entry with this formula, charge and spin (eV): 1.4141

Last column: Mulliken charge in e.
Geometry (Å):
H1 0.828 1.513 0.058  0.3861
H2 0.533 -1.323 0.306  0.2744
C1 0.991 0.542 0.024  -0.0604
C2 0.097 -0.351 -0.113  -0.1982
Cl1 -1.612 0.010 0.010  -0.1673
F1 2.168 -0.168 0.000  -0.2347

***

No. 6
Below is a cluster of 13 separate species, C6H40N2O12 in total, with properties calculated with ωB97M-V/def2-TZVPD.

Spin multiplicity: 1
Total charge: 0
ΔE to the lowest compared entry with this formula, charge and spin (eV): 0.0000

Last column: Mulliken charge in e.
Geometry (Å):
H1 -0.829 -2.983 -0.112  0.2505
O1 0.622 -0.204 -3.693  -0.7735
H2 1.569 -0.689 4.595  0.4796
O2 -0.206 -2.852 3.193  -0.6986
H3 1.981 2.242 3.305  0.4332
H4 0.321 -1.653 -2.858  0.2874
H5 1.273 -2.262 -0.919  0.2704
O3 0.442 1.884 4.086  -0.6897
H6 0.444 0.916 4.347  0.4340
C1 0.953 -0.357 0.167  0.3685
H7 -0.477 -2.881 2.253  0.4534
O4 -1.254 -3.216 0.699  -0.8981
H8 -2.197 -0.525 0.507  0.1866
O5 0.605 -0.724 4.701  -0.7622
H9 1.219 0.503 -3.353  0.3651
C2 1.859 -1.465 -0.435  -0.6639
C3 -0.292 1.606 -0.714  -0.1442
O6 3.194 -0.283 4.057  -0.7617
N1 -0.110 0.138 -0.716  1.3750
H10 0.435 -0.739 1.084  -0.1331
H11 -1.566 3.674 -1.698  0.2321
O7 -2.798 -1.221 -2.356  -0.8312
H12 -1.994 -2.546 0.684  0.4839
O8 -1.836 0.900 -3.727  -0.6964
C4 -1.811 1.895 -0.661  0.4341
H13 0.133 2.090 -1.646  0.0024
H14 -1.943 1.686 1.527  0.2783
H15 1.622 0.450 0.551  -0.2365
H16 -2.357 0.973 -0.835  0.1394
H17 -3.270 2.656 0.791  0.4041
H18 -3.052 -1.222 -0.573  0.5928
O9 2.175 1.816 -2.774  -0.5967
H19 3.171 0.602 3.648  0.4571
H20 -2.053 -1.806 -2.295  0.3945
H21 0.016 -0.197 -1.665  -1.0406
H22 0.034 -3.111 -3.281  0.2478
O10 2.837 2.106 2.844  -0.7683
H23 3.707 -1.692 -1.552  0.4261
H24 2.093 2.617 -3.295  0.2528
H25 -3.142 3.072 -1.672  0.2723
N2 -2.162 2.858 -1.738  -0.5965
H26 -1.950 1.675 -3.099  0.4518
H27 0.288 -1.489 4.154  0.3687
H28 -2.310 1.092 -4.555  0.2543
H29 2.436 -0.755 -2.406  0.0635
H30 -0.723 -3.461 3.694  0.2753
H31 -2.434 -0.442 -2.866  0.4295
O11 -2.948 -1.141 0.406  -0.8085
H32 -0.246 0.274 -3.729  0.4423
H33 2.329 -1.956 0.402  0.5328
C5 2.903 -0.949 -1.400  -0.9143
H34 0.227 2.079 0.144  0.3273
C6 -2.185 2.417 0.723  -1.8279
O12 -0.107 -2.498 -2.549  -0.6405
H35 3.095 1.519 -2.839  0.2669
H36 2.570 2.030 1.923  0.2843
H37 3.403 -0.013 -1.090  0.2528
H38 3.498 -0.873 3.369  0.2803
H39 -0.460 2.159 4.072  0.2697
H40 -1.648 3.326 0.999  0.4618

***

| no. | E_tot (Eh) |
| --- | --- |
| 1 | -1967.8342 |
| 2 | -1877.1972 |
| 3 | -2846.1677 |
| 4 | -404.6955 |
| 5 | -637.3838 |
| 6 | -1265.0358 |